C16H17ClF3Si as an isolated structure at a distorted geometry, computed with wB97M-V/def2-TZVPD.

Geometry (Å):
C1 -10.909 -0.525 4.065
Si1 -9.598 -0.975 2.813
C2 -8.999 -2.699 3.202
Cl1 -10.408 -0.929 0.899
H1 -8.285 0.139 2.884
H2 -10.590 -0.603 5.122
H3 -11.318 0.477 3.873
H4 -11.700 -1.273 3.894
H5 -8.655 -2.856 4.246
H6 -9.896 -3.328 3.037
H7 -8.207 -3.011 2.505
F1 -8.201 7.313 1.913
C3 -9.164 6.504 2.433
F2 -9.558 7.082 3.626
F3 -10.232 6.660 1.552
C4 -8.674 5.062 2.530
C5 -9.125 4.345 3.624
C6 -8.773 2.994 3.708
C7 -8.032 2.356 2.703
C8 -7.506 0.935 3.039
C9 -6.288 0.337 2.380
C10 -5.946 -0.968 2.822
C11 -4.790 -1.626 2.411
C12 -3.991 -0.995 1.440
C13 -4.283 0.281 0.930
C14 -5.370 0.958 1.516
C15 -7.710 3.076 1.530
C16 -7.899 4.477 1.526
H8 -9.778 4.772 4.386
H9 -9.064 2.422 4.576
H10 -7.436 0.841 4.129
H11 -6.574 -1.445 3.568
H12 -4.539 -2.612 2.829
H13 -3.087 -1.537 1.118
H14 -3.602 0.689 0.177
H15 -5.357 2.026 1.299
H16 -7.357 2.616 0.601
H17 -7.537 5.171 0.745

Summary:
ΔE to the lowest compared entry with this formula, charge and spin = 0.0 kcal per mole
HOMO = -12.74 eV
Spin multiplicity = 1
Gap between HOMO and LUMO = 0.2663 Eh
Net charge = +1

---

A 3-piece molecular cluster, CH10N5 overall at a distorted geometry, computed with wB97M-V/def2-TZVPD.

Geometry (Å):
C1 0.207 -0.257 -0.894
N1 0.631 -1.462 -0.939
N2 2.904 -1.854 0.438
N3 -0.816 1.854 -0.681
N4 -0.469 0.663 -0.725
N5 -2.652 1.623 0.994
H1 1.564 -1.704 -0.322
H2 0.184 -2.178 -1.371
H3 2.777 -1.453 1.369
H4 3.418 -2.722 0.269
H5 3.344 -1.094 -0.173
H6 -0.639 2.353 -1.553
H7 -1.522 2.007 0.178
H8 -3.492 2.001 0.711
H9 -2.720 1.564 2.003
H10 -2.720 0.659 0.696

Summary:
ΔE to the lowest compared entry with this formula, charge and spin = 50.0 kcal per mole
HOMO = -13.01 eV
Spin multiplicity = 1
Gap between HOMO and LUMO = 0.3666 Eh
Net charge = +1

---

One molecule with the formula C25H27N3O2S, computed with wB97M-V/def2-TZVPD.

Geometry (Å):
C1 1.936 -2.878 4.393
C2 1.683 -2.340 3.019
C3 2.732 -2.197 2.118
C4 2.507 -1.732 0.837
C5 1.217 -1.415 0.430
C6 0.165 -1.531 1.328
C7 0.403 -1.993 2.609
H1 -0.424 -2.093 3.297
H2 -0.833 -1.281 1.005
N1 0.998 -0.933 -0.889
C8 1.053 -1.703 -2.003
O1 0.929 -1.228 -3.115
C9 1.298 -3.189 -1.776
C10 0.304 -3.787 -0.841
C11 -1.041 -3.591 -0.807
C12 -1.680 -4.320 0.222
C13 -0.814 -5.064 0.952
S1 0.806 -4.894 0.399
H3 -1.018 -5.712 1.781
H4 -2.738 -4.285 0.406
H5 -1.555 -2.925 -1.476
H6 2.308 -3.337 -1.390
H7 1.237 -3.668 -2.759
C14 0.671 0.476 -1.067
C15 1.357 1.298 -0.008
C16 0.715 1.654 1.173
C17 1.429 2.362 2.127
N2 2.692 2.720 1.976
C18 3.302 2.382 0.854
C19 2.685 1.677 -0.167
H8 3.225 1.421 -1.066
H9 4.335 2.694 0.771
H10 0.968 2.657 3.060
H11 -0.313 1.379 1.348
H12 1.050 0.742 -2.065
C20 -0.852 0.701 -1.081
O2 -1.660 -0.150 -0.783
N3 -1.180 1.952 -1.453
H13 -0.454 2.605 -1.703
C21 -2.545 2.428 -1.540
C22 -2.778 3.613 -0.576
H14 -1.843 3.846 -0.062
H15 -3.521 3.374 0.181
C23 -3.216 4.793 -1.451
H16 -4.304 4.823 -1.518
H17 -2.873 5.747 -1.056
C24 -2.631 4.478 -2.824
H18 -3.115 5.036 -3.624
H19 -1.564 4.710 -2.842
C25 -2.850 2.973 -2.944
H20 -2.221 2.504 -3.699
H21 -3.892 2.772 -3.194
H22 -3.168 1.566 -1.294
H23 3.330 -1.616 0.147
H24 3.736 -2.452 2.425
H25 2.082 -3.957 4.346
H26 2.835 -2.438 4.821
H27 1.096 -2.676 5.052

Summary:
ΔE to the lowest compared entry with this formula, charge and spin = 0.3 kcal per mole
HOMO = -8.33 eV
Spin multiplicity = 1
Structure (SMILES) = Cc1ccc(N(C(=O)Cc2cccs2)[C@@H](C(=O)NC2CCCC2)c2ccncc2)cc1
Gap between HOMO and LUMO = 0.3290 Eh

---

C12H5Cl2N3O7SSe4Zn as an isolated structure at a distorted geometry, computed with wB97M-V/def2-TZVPD.

Geometry (Å):
Zn1 1.502 -0.233 1.182
Cl1 2.406 1.893 2.495
C1 0.930 2.689 2.906
C2 1.027 4.000 3.342
C3 -0.107 4.714 3.683
C4 -1.347 4.107 3.563
C5 -1.434 2.799 3.129
Cl2 -3.012 2.099 3.005
C6 -0.305 2.017 2.794
S1 -0.509 0.357 2.355
H1 2.006 4.455 3.404
H2 -0.026 5.735 4.032
H3 -2.258 4.642 3.795
Se1 3.406 0.777 -0.804
Se2 4.097 -1.387 -0.974
Se3 4.672 -1.999 1.193
Se4 2.746 -1.986 2.516
O1 -3.483 -1.270 -4.481
N1 -2.819 -2.247 -4.155
O2 -3.018 -3.367 -4.617
C7 -1.776 -2.081 -3.200
C8 -1.009 -3.179 -2.817
C9 -0.008 -3.038 -1.892
C10 0.261 -1.772 -1.210
O3 1.065 -1.688 -0.267
C11 -0.521 -0.650 -1.728
C12 -1.500 -0.824 -2.679
N2 -0.282 0.687 -1.312
O4 -0.878 1.598 -1.887
O5 0.528 0.924 -0.422
N3 0.763 -4.225 -1.614
O6 1.873 -4.131 -1.151
O7 0.245 -5.307 -1.899
H4 -1.185 -4.146 -3.262
H5 -2.053 0.037 -3.022

Summary:
ΔE to the lowest compared entry with this formula, charge and spin = 17.3 kcal per mole
HOMO = -1.12 eV
Spin multiplicity = 1
Gap between HOMO and LUMO = 0.1828 Eh
Net charge = -2

---

A 4-piece molecular cluster, C25H62ClO14P4 overall at a distorted geometry, computed with wB97M-V/def2-TZVPD.

Geometry (Å):
C1 0.121 -1.545 3.178
C2 -0.747 -2.878 3.065
C3 -2.278 -2.506 2.871
C4 -2.368 -1.520 1.594
O1 -3.389 -1.916 0.665
P1 -4.480 -2.848 1.707
C5 -5.921 -3.433 2.811
C6 -6.587 -2.309 3.697
C7 -6.908 -0.957 2.956
Cl1 -5.757 0.404 3.439
O2 -3.170 -3.606 2.610
H1 -0.424 -0.729 3.723
H2 0.238 -1.189 2.119
H3 1.140 -1.752 3.587
H4 -0.618 -3.418 4.044
H5 -0.359 -3.517 2.227
H6 -2.602 -2.086 3.859
H7 -2.535 -0.513 2.066
H8 -1.435 -1.579 0.961
H9 -4.571 -3.970 0.784
H10 -5.519 -2.250 0.872
H11 -4.318 -1.739 2.617
H12 -5.483 -4.182 3.543
H13 -6.688 -4.014 2.220
H14 -5.967 -2.060 4.593
H15 -7.580 -2.725 4.043
H16 -6.964 -1.023 1.847
H17 -7.923 -0.606 3.297
O3 -1.761 4.229 0.188
P2 -1.151 3.463 1.354
O4 -1.875 4.275 2.602
C8 -3.241 3.953 2.874
C9 -3.408 2.543 3.405
O5 0.320 4.226 1.283
C10 0.710 5.009 0.161
C11 0.302 6.461 0.351
O6 -0.506 2.332 2.437
C12 0.816 2.383 2.972
C13 1.023 3.494 3.987
H18 -3.837 4.096 1.966
H19 -3.598 4.667 3.619
H20 -3.131 1.801 2.649
H21 -4.444 2.358 3.691
H22 -2.766 2.377 4.272
H23 0.315 4.594 -0.765
H24 1.799 4.953 0.085
H25 -0.741 6.560 0.652
H26 0.458 7.026 -0.570
H27 0.901 6.919 1.143
H28 1.551 2.423 2.166
H29 0.977 1.426 3.474
H30 0.748 4.476 3.604
H31 2.071 3.531 4.291
H32 0.403 3.323 4.869
O7 6.639 -0.665 -0.393
P3 5.658 0.406 0.067
O8 4.469 0.181 -1.059
C14 3.605 -0.943 -0.872
C15 2.742 -0.804 0.369
O9 6.497 1.676 -0.589
C16 7.843 1.554 -1.034
C17 7.896 1.157 -2.500
O10 4.657 1.503 0.884
C18 4.727 2.922 0.729
C19 4.226 3.410 -0.619
H33 4.201 -1.860 -0.818
H34 2.972 -1.011 -1.758
H35 3.355 -0.815 1.278
H36 2.028 -1.627 0.436
H37 2.194 0.140 0.361
H38 8.405 0.864 -0.407
H39 8.312 2.535 -0.913
H40 7.256 0.302 -2.719
H41 8.919 0.914 -2.795
H42 7.542 1.981 -3.126
H43 5.735 3.280 0.942
H44 4.090 3.346 1.511
H45 4.726 2.923 -1.455
H46 4.386 4.486 -0.712
H47 3.162 3.201 -0.736
O11 0.161 -3.120 -2.327
P4 -0.513 -3.459 -3.650
O12 0.680 -2.941 -4.682
C20 1.816 -3.787 -4.836
C21 1.473 -5.092 -5.534
O13 -1.529 -2.157 -3.652
C22 -1.764 -1.364 -2.487
C23 -0.775 -0.212 -2.410
O14 -1.365 -4.116 -4.960
C24 -2.434 -3.456 -5.639
C25 -1.984 -2.285 -6.495
H48 2.264 -3.981 -3.856
H49 2.547 -3.237 -5.432
H50 0.800 -5.701 -4.921
H51 2.376 -5.677 -5.724
H52 0.966 -4.905 -6.481
H53 -1.749 -1.974 -1.585
H54 -2.776 -0.960 -2.567
H55 0.256 -0.541 -2.549
H56 -0.855 0.295 -1.446
H57 -0.981 0.515 -3.201
H58 -3.213 -3.170 -4.932
H59 -2.887 -4.205 -6.295
H60 -1.400 -1.554 -5.939
H61 -2.853 -1.775 -6.915
H62 -1.347 -2.633 -7.311

Summary:
HOMO = -4.45 eV
Spin multiplicity = 1
Gap between HOMO and LUMO = 0.1792 Eh
Net charge = -1

---

C18H27Cl2FN6O2PSe2V as an isolated structure at a distorted geometry, computed with wB97M-V/def2-TZVPD.

Geometry (Å):
V1 -0.306 -0.127 -0.203
C1 -2.611 -0.567 4.698
N1 -2.183 -0.975 3.383
C2 -2.503 -2.138 2.724
C3 -1.907 -2.072 1.502
N2 -1.232 -0.888 1.399
C4 -1.419 -0.229 2.535
P1 -0.526 1.318 2.930
C5 1.039 0.818 2.227
N3 1.200 0.286 0.999
C6 2.543 0.050 0.853
C7 3.205 0.443 1.972
N4 2.262 0.934 2.849
C8 2.474 1.477 4.158
C9 -1.132 2.196 1.446
N5 -0.943 1.724 0.208
C10 -1.175 2.767 -0.649
C11 -1.497 3.878 0.064
N6 -1.461 3.521 1.390
C12 -1.734 4.362 2.526
H1 -3.294 -1.311 5.100
H2 -3.116 0.398 4.652
H3 -1.759 -0.474 5.374
H4 -3.124 -2.893 3.173
H5 -1.902 -2.787 0.697
H6 2.940 -0.393 -0.043
H7 4.253 0.418 2.218
H8 3.534 1.436 4.402
H9 1.912 0.911 4.907
H10 2.140 2.519 4.201
H11 -1.067 2.652 -1.714
H12 -1.748 4.877 -0.250
H13 -2.139 5.310 2.181
H14 -0.820 4.553 3.097
H15 -2.454 3.883 3.189
O1 -0.645 -1.595 -3.579
C13 0.555 -2.135 -4.056
C14 1.870 -1.841 -3.290
C15 2.982 -2.359 -4.236
O2 4.305 -2.200 -3.740
C16 1.989 -2.683 -2.015
Se1 0.661 -2.528 -0.554
C17 2.175 -0.350 -3.055
Se2 0.903 0.885 -2.188
H16 -0.735 -1.784 -2.629
H17 0.661 -1.750 -5.078
H18 0.470 -3.234 -4.120
H19 2.887 -1.854 -5.209
H20 2.857 -3.433 -4.397
H21 4.405 -1.273 -3.499
H22 2.965 -2.509 -1.562
H23 1.942 -3.736 -2.300
H24 2.381 0.124 -4.019
H25 3.077 -0.276 -2.438
Cl1 -3.480 1.411 -2.507
C18 -3.765 -0.257 -2.999
Cl2 -5.282 -0.418 -3.912
H26 -3.832 -0.864 -2.108
H27 -2.931 -0.564 -3.619
F1 -1.865 -0.652 -1.083

Summary:
ΔE to the lowest compared entry with this formula, charge and spin = 30.9 kcal per mole
HOMO (spin up / spin down) = -1.87 / -3.57 eV
Spin multiplicity = 4
Gap between HOMO and LUMO (spin up / spin down) = 0.1527 / 0.2133 Eh
Net charge = -1

---

A 12-piece molecular cluster, C36H104N12O12 overall at a distorted geometry, computed with wB97M-V/def2-TZVPD.

Geometry (Å):
C1 -3.422 2.072 4.906
O1 -2.791 2.398 6.176
H1 -3.185 1.009 4.946
H2 -4.483 2.249 4.731
H3 -2.891 2.582 4.102
H4 -3.212 1.878 6.865
C2 -2.662 -0.689 -2.424
O2 -3.619 -1.291 -3.225
H5 -2.227 -1.383 -1.705
H6 -1.821 -0.303 -2.999
H7 -3.252 0.069 -1.909
H8 -3.878 -0.648 -3.888
C3 -1.055 0.537 -6.060
O3 -1.901 1.325 -6.261
N1 -0.752 -0.487 -6.735
N2 -0.372 0.398 -4.974
H9 -1.156 -0.616 -7.652
H10 0.038 -1.024 -6.407
H11 0.226 -0.404 -4.834
H12 -0.654 0.897 -4.143
C4 -1.763 3.554 -0.877
O4 -2.138 2.515 -1.489
N3 -1.667 4.751 -1.281
N4 -1.212 3.485 0.292
H13 -2.172 4.930 -2.137
H14 -1.292 5.469 -0.678
H15 -1.003 2.556 0.629
H16 -1.210 4.254 0.948
C5 4.322 -0.052 -3.995
C6 3.744 -1.106 -4.977
C7 3.507 -0.403 -6.379
O5 2.958 -1.263 -7.351
C8 2.510 -0.565 -8.565
N5 4.777 -2.149 -4.963
H17 4.572 -0.270 -2.957
H18 3.671 0.823 -4.009
H19 5.284 0.342 -4.322
H20 2.814 -1.597 -4.690
H21 4.412 -0.003 -6.836
H22 2.828 0.440 -6.249
H23 1.482 -0.213 -8.483
H24 2.481 -1.084 -9.523
H25 3.219 0.263 -8.612
H26 5.708 -1.867 -5.234
H27 4.752 -2.791 -5.743
C9 -6.904 -2.585 3.964
C10 -5.818 -3.427 4.580
C11 -4.997 -2.503 5.546
O6 -4.110 -1.632 4.858
C12 -2.909 -2.228 4.441
N6 -6.387 -4.613 5.185
H28 -7.481 -2.057 4.723
H29 -7.548 -3.099 3.251
H30 -6.323 -1.870 3.382
H31 -5.242 -3.801 3.733
H32 -4.484 -3.201 6.208
H33 -5.433 -1.793 6.248
H34 -2.673 -3.103 5.048
H35 -2.033 -1.593 4.314
H36 -2.937 -2.543 3.398
H37 -7.235 -4.885 4.709
H38 -6.754 -4.484 6.117
C13 8.145 -1.733 1.291
C14 6.702 -1.237 0.973
C15 6.632 0.142 0.193
O7 5.294 0.576 0.256
C16 5.010 1.884 -0.222
N7 6.053 -2.307 0.230
H39 8.921 -1.578 0.541
H40 8.233 -2.782 1.572
H41 8.615 -1.185 2.108
H42 6.217 -1.063 1.933
H43 6.963 0.109 -0.845
H44 7.291 0.825 0.729
H45 5.824 2.239 -0.854
H46 4.910 2.520 0.657
H47 4.061 1.925 -0.756
H48 5.151 -1.934 -0.029
H49 5.902 -2.822 1.086
C17 0.779 -0.691 4.518
C18 1.902 -1.622 4.312
C19 3.391 -1.026 4.710
O8 3.703 0.042 3.837
C20 3.644 1.299 4.462
N8 1.805 -2.852 5.057
H50 0.565 -0.556 5.578
H51 -0.089 -1.154 4.048
H52 1.017 0.309 4.156
H53 1.982 -1.995 3.291
H54 4.160 -1.790 4.603
H55 3.439 -0.643 5.729
H56 4.246 1.275 5.371
H57 2.693 1.805 4.628
H58 4.100 2.047 3.814
H59 1.937 -2.478 5.986
H60 0.873 -3.236 5.001
C21 1.651 -3.780 -0.162
C22 0.666 -4.896 -0.025
C23 -0.777 -4.414 0.550
O9 -1.675 -5.580 0.520
C24 -1.520 -6.436 1.673
N9 0.426 -5.477 -1.321
H61 1.078 -2.938 -0.552
H62 2.514 -4.035 -0.777
H63 2.048 -3.426 0.789
H64 1.027 -5.621 0.705
H65 -1.341 -3.704 -0.054
H66 -0.696 -4.067 1.580
H67 -1.906 -5.920 2.552
H68 -0.525 -6.799 1.930
H69 -2.194 -7.287 1.580
H70 -0.406 -6.003 -1.094
H71 0.196 -4.704 -1.930
C25 0.958 0.522 -1.641
C26 1.492 0.415 -0.280
C27 0.577 -0.115 0.862
O10 -0.362 0.868 1.204
C28 -1.478 0.378 1.992
N10 2.661 -0.437 -0.254
H72 0.149 1.226 -1.841
H73 0.601 -0.420 -2.057
H74 1.799 0.881 -2.234
H75 1.831 1.303 0.253
H76 0.998 -0.406 1.824
H77 0.099 -0.992 0.424
H78 -2.348 1.001 1.786
H79 -1.215 0.394 3.050
H80 -1.794 -0.656 1.860
H81 2.875 -0.908 0.614
H82 3.478 0.045 -0.601
C29 -6.368 4.543 2.028
C30 -7.046 3.218 1.534
C31 -6.011 2.085 1.743
O11 -6.243 0.905 1.092
C32 -5.666 0.779 -0.220
N11 -8.171 2.987 2.432
H83 -7.136 5.305 2.162
H84 -5.516 4.870 1.432
H85 -5.795 4.336 2.932
H86 -7.308 3.168 0.477
H87 -5.871 1.892 2.807
H88 -5.040 2.501 1.475
H89 -5.946 -0.057 -0.861
H90 -4.589 0.630 -0.149
H91 -5.907 1.685 -0.777
H92 -8.406 2.005 2.468
H93 -8.158 3.336 3.380
C33 2.586 5.347 -5.287
C34 2.329 4.003 -4.673
C35 1.584 4.015 -3.344
O12 2.285 4.872 -2.509
C36 1.715 5.095 -1.217
N12 1.397 3.306 -5.591
H94 1.830 6.106 -5.085
H95 2.796 5.364 -6.357
H96 3.486 5.725 -4.801
H97 3.325 3.565 -4.605
H98 1.471 3.034 -2.883
H99 0.577 4.392 -3.522
H100 0.913 4.404 -0.956
H101 1.372 6.129 -1.183
H102 2.510 4.826 -0.522
H103 0.519 3.793 -5.700
H104 1.273 2.334 -5.349

Summary:
HOMO (spin up / spin down) = -10.11 / -10.11 eV
Spin multiplicity = 2
Gap between HOMO and LUMO (spin up / spin down) = 0.2700 / 0.0685 Eh
Net charge = +1